Computed, not measured: a cluster of 2 separate species, C4H11N4O2 in total in a non-equilibrium geometry, with the ωB97M-V functional and the def2-TZVPD basis.

Its HOMO-LUMO gap is 9.61 eV. Its relative energy (zero: lowest compared OMol25 entry of this formula, charge and spin) is 0.0 kcal per mole. As for the HOMO energy: -13.951 eV. Its total energy is -528.327904 hartree. As for the strongest force on any atom: 1.3 eV/A.

ORCA input file:
```
! RIJCOSX wB97M-V def2-TZVPD def2/J DEFGRID3
* xyz 1 1
C -0.279 -0.233 1.879
C -0.009 -1.602 -0.277
C 0.941 0.650 -0.001
C 0.732 -0.616 0.658
N -1.492 0.065 1.457
N 0.584 -2.781 -0.444
N -1.245 1.823 -1.896
N 1.984 1.387 0.208
O 0.197 -0.197 2.972
O -1.040 -1.269 -0.817
H 0.150 1.030 -0.679
H 1.620 -1.036 1.129
H -1.763 -0.158 0.500
H -2.218 0.219 2.142
H 1.416 -3.074 0.039
H 0.126 -3.453 -1.046
H -1.206 2.830 -2.014
H -1.102 1.416 -2.814
H 2.085 2.293 -0.231
H 2.714 1.108 0.858
H -2.195 1.599 -1.624
*
```

Computed, not measured: a structure of composition C24H35BN8RhTe, with the ωB97M-V functional and the def2-TZVPD basis.

Its HOMO-LUMO gap (alpha / beta) is 8.73 / 6.34 eV. Its relative energy (zero: lowest compared OMol25 entry of this formula, charge and spin) is 17.9 kcal per mole. As for the HOMO energy (alpha / beta): -10.438 / -11.265 eV. Its total energy is -1776.815227 hartree. As for the strongest force on any atom: 0.6 eV/A.

ORCA input file:
```
! RIJCOSX wB97M-V def2-TZVPD def2/J DEFGRID3
* xyz 1 5
Rh -0.049 -0.519 -0.512
C -2.572 1.012 2.727
C -2.163 -0.076 1.953
N -1.049 0.234 1.294
N -0.732 1.503 1.599
C -1.630 1.991 2.470
B 0.551 2.189 1.056
N 0.444 2.429 -0.479
C 0.540 3.614 -1.104
C 0.653 3.390 -2.461
C 0.610 2.000 -2.587
N 0.492 1.436 -1.390
N 1.740 1.238 1.279
C 2.876 1.446 1.969
C 3.672 0.327 1.841
C 2.929 -0.538 1.032
N 1.770 0.024 0.706
H -3.417 1.064 3.390
H -2.604 -1.057 1.863
H -1.546 2.993 2.858
H 0.715 3.227 1.614
H 0.543 4.538 -0.550
H 0.766 4.121 -3.242
H 0.697 1.403 -3.479
H 3.043 2.367 2.502
H 4.646 0.158 2.265
H 3.176 -1.527 0.684
C 0.126 -8.241 -4.269
C 0.114 -6.998 -3.429
C -0.594 -5.867 -3.819
C -0.640 -4.724 -3.034
C -1.382 -3.515 -3.538
C 0.047 -4.725 -1.816
Te -0.197 -3.092 -0.474
C 0.795 -5.835 -1.406
C 1.580 -5.882 -0.120
C 0.812 -6.953 -2.227
H -0.437 -8.105 -5.190
H -0.314 -9.071 -3.716
H 1.147 -8.527 -4.525
H -1.125 -5.873 -4.764
H -2.063 -3.789 -4.342
H -0.668 -2.788 -3.932
H -1.960 -3.026 -2.749
H 1.681 -4.898 0.337
H 2.580 -6.271 -0.305
H 1.097 -6.542 0.603
H 1.391 -7.817 -1.918
C -5.352 -0.433 -1.047
C -4.736 0.836 -1.639
N -3.852 0.594 -2.778
C -4.383 0.862 -4.114
C -5.215 -0.285 -4.681
C -2.619 0.081 -2.585
C -1.768 -0.202 -3.790
N -2.117 -0.178 -1.417
H -6.004 -0.169 -0.214
H -4.592 -1.120 -0.675
H -5.946 -0.957 -1.795
H -4.189 1.390 -0.870
H -5.534 1.491 -1.986
H -3.559 1.092 -4.786
H -4.995 1.761 -4.047
H -4.640 -1.212 -4.701
H -5.521 -0.050 -5.701
H -6.114 -0.450 -4.087
H -1.495 0.726 -4.292
H -2.285 -0.837 -4.509
H -0.864 -0.698 -3.449
H -2.729 0.031 -0.640
*
```

Computed, not measured: a structure of composition C19H18N7O5S6SbW, with the ωB97M-V functional and the def2-TZVPD basis.

Its HOMO-LUMO gap is 6.51 eV. Its relative energy (zero: lowest compared OMol25 entry of this formula, charge and spin) is 44.0 kcal per mole. As for the HOMO energy: -7.434 eV. Its total energy is -4190.861169 hartree. As for the strongest force on any atom: 0.5 eV/A.

ORCA input file:
```
! RIJCOSX wB97M-V def2-TZVPD def2/J DEFGRID3
* xyz 0 1
W -0.027 0.617 -0.189
N 3.575 -1.725 2.731
C 2.567 -1.159 1.983
S 1.718 -2.468 1.123
N 2.434 0.107 2.097
N 1.407 0.934 1.642
C 1.491 2.059 2.276
C 0.609 3.182 2.181
C 0.959 4.390 2.799
C 0.088 5.456 2.797
C -1.164 5.312 2.195
C -1.535 4.125 1.599
C -0.645 3.047 1.573
O -0.996 1.902 1.025
H 4.147 -1.031 3.192
H 4.102 -2.435 2.245
H 2.320 2.142 2.973
H 1.928 4.473 3.276
H 0.365 6.392 3.261
H -1.854 6.145 2.194
H -2.501 4.006 1.126
S -2.199 -0.558 -3.860
Sb -0.279 0.259 -2.979
S -0.844 2.499 -1.607
S 1.113 2.475 -1.088
S 1.393 0.535 -4.402
O -0.067 -1.422 -0.540
C 1.295 -1.640 -0.491
N 1.815 -0.304 -0.559
S 3.320 -0.312 -1.210
O 4.288 -0.755 -0.239
O 3.589 0.907 -1.902
C 2.967 -1.737 -2.208
C 3.631 -2.200 -3.323
C 3.150 -3.358 -3.919
C 2.047 -4.022 -3.394
C 1.400 -3.549 -2.260
C 1.874 -2.392 -1.671
H 4.470 -1.656 -3.735
H 3.625 -3.738 -4.814
H 1.677 -4.912 -3.886
H 0.527 -4.055 -1.866
C -5.440 -1.717 0.511
N -4.114 -1.147 0.612
C -3.193 -1.386 1.703
C -1.986 -0.652 1.187
O -0.879 -0.544 1.702
N -2.242 -0.088 -0.017
C -3.504 -0.443 -0.358
N -4.094 -0.092 -1.478
H -5.660 -2.250 1.432
H -5.506 -2.429 -0.316
H -6.194 -0.938 0.382
H -2.959 -2.444 1.833
H -3.539 -0.968 2.650
H -3.472 0.049 -2.308
H -4.999 -0.485 -1.679
*
```

Computed, not measured: a cluster of 5 separate species, C27H64N3O5P in total in a non-equilibrium geometry, with the ωB97M-V functional and the def2-TZVPD basis.

Its HOMO-LUMO gap is 8.73 eV. As for the HOMO energy: -8.152 eV. Its total energy is -1948.936215 hartree. As for the strongest force on any atom: 1.1 eV/A.

ORCA input file:
```
! RIJCOSX wB97M-V def2-TZVPD def2/J DEFGRID3
* xyz 0 1
C -2.177 0.476 1.408
C -1.063 -0.015 0.459
C -1.074 -1.535 0.217
N -1.427 -1.933 -1.146
C -2.639 -2.712 -1.333
C -3.880 -2.095 -0.662
C -4.281 -0.743 -1.278
N -2.912 -2.711 -2.806
C -3.673 -3.892 -3.073
O -4.220 -4.099 -4.136
C -3.624 -4.805 -1.847
P -3.559 -6.635 -2.143
C -4.749 -6.887 -3.530
C -4.421 -7.332 -0.652
C -5.830 -7.883 -0.907
C -2.405 -4.215 -1.111
C -2.039 -4.727 0.279
C -0.541 -5.078 0.365
C 0.063 -5.003 1.779
N -0.808 -5.345 2.905
H -2.576 -0.347 1.996
H -2.973 0.968 0.853
H -1.789 1.201 2.121
H -1.079 0.526 -0.485
H -0.115 0.234 0.937
H -0.069 -1.914 0.424
H -1.720 -2.006 0.952
H -1.442 -1.135 -1.763
H -4.747 -2.745 -0.733
H -3.702 -1.913 0.398
H -4.925 -0.227 -0.566
H -4.861 -0.879 -2.185
H -3.414 -0.128 -1.496
H -2.007 -2.770 -3.264
H -4.490 -4.654 -1.194
H -4.161 -6.824 -4.441
H -5.483 -6.087 -3.583
H -5.224 -7.859 -3.460
H -4.463 -6.598 0.152
H -3.799 -8.155 -0.306
H -5.775 -8.826 -1.448
H -6.463 -7.184 -1.445
H -6.323 -8.108 0.040
H -1.574 -4.428 -1.788
H -2.290 -4.010 1.057
H -2.593 -5.639 0.495
H 0.007 -4.370 -0.259
H -0.400 -6.060 -0.086
H 0.425 -3.988 1.940
H 0.950 -5.637 1.815
H -1.327 -4.529 3.187
H -1.455 -6.083 2.676
C 3.285 1.552 4.405
C 2.024 1.114 3.678
C 1.309 -0.010 4.413
O 2.337 0.709 2.344
H 3.990 0.719 4.478
H 3.783 2.356 3.863
H 3.060 1.900 5.414
H 1.349 1.965 3.573
H 1.956 -0.889 4.486
H 0.408 -0.308 3.875
H 1.028 0.293 5.422
H 2.935 -0.043 2.392
C 2.615 4.280 0.850
C 2.562 3.752 -0.573
C 1.147 3.371 -0.970
O 3.436 2.629 -0.703
H 2.285 3.509 1.552
H 3.637 4.547 1.122
H 1.980 5.159 0.974
H 2.942 4.511 -1.259
H 0.775 2.571 -0.320
H 1.123 2.993 -1.993
H 0.474 4.225 -0.898
H 3.121 1.948 -0.099
C 6.820 4.146 0.377
C 7.154 4.774 1.720
C 8.543 5.395 1.723
O 7.046 3.805 2.765
H 7.523 3.342 0.142
H 5.822 3.706 0.396
H 6.861 4.883 -0.427
H 6.416 5.541 1.957
H 9.301 4.630 1.532
H 8.763 5.841 2.693
H 8.634 6.166 0.956
H 7.686 3.110 2.583
C 0.798 8.436 -2.533
C 0.397 7.000 -2.832
C -0.570 6.921 -4.003
O -0.176 6.392 -1.673
H -0.080 9.028 -2.262
H 1.492 8.472 -1.692
H 1.273 8.903 -3.397
H 1.288 6.412 -3.056
H -1.488 7.468 -3.775
H -0.844 5.885 -4.204
H -0.132 7.347 -4.907
H -0.970 6.885 -1.442
*
```

Computed, not measured: a cluster of 3 separate species, C28H46F5N2O9P2S in total in a non-equilibrium geometry, with the ωB97M-V functional and the def2-TZVPD basis.

Its HOMO-LUMO gap is 8.05 eV. As for the HOMO energy: -5.955 eV. Its total energy is -3461.253384 hartree. As for the strongest force on any atom: 6.6 eV/A.

ORCA input file:
```
! RIJCOSX wB97M-V def2-TZVPD def2/J DEFGRID3
* xyz -1 1
C -2.781 -4.702 -0.417
C -1.202 -5.092 -0.544
C -0.376 -3.798 0.029
C -0.231 -2.765 -1.187
C 0.445 -1.338 -0.765
C 0.288 -0.522 -2.177
C 1.667 -0.311 -2.963
C 2.146 -1.580 -3.841
C 3.683 -1.249 -4.292
O 4.672 -2.030 -3.561
C 4.610 -3.408 -3.943
O 4.831 -3.808 -5.121
C 1.931 -1.568 -0.183
O 2.230 -0.515 0.796
P 0.800 0.350 1.344
C 0.626 -1.102 2.586
C 2.002 -1.660 3.179
N 2.297 -2.953 3.035
N 1.032 1.585 0.069
C 2.257 1.761 -0.272
S 3.858 2.163 -0.573
C -0.884 1.199 1.782
F -0.825 2.044 2.945
F -1.895 0.190 2.083
C -1.512 2.081 0.609
C -2.420 1.451 -0.514
C -3.093 2.259 -1.647
C -2.897 3.789 -1.753
C -1.993 4.460 -0.674
C -1.705 6.045 -0.726
F -2.609 6.749 -1.569
F -1.559 6.626 0.559
F -0.412 6.176 -1.360
C -1.336 3.640 0.489
P 2.044 1.528 2.774
O 3.557 1.188 2.647
O 1.647 1.262 4.412
O 1.869 3.239 2.529
O -0.239 -0.655 0.331
H -3.162 -4.901 0.651
H -2.955 -3.575 -0.611
H -3.407 -5.285 -1.178
H -0.936 -6.024 0.060
H -0.973 -5.185 -1.663
H 0.606 -4.207 0.441
H -1.064 -3.325 0.811
H 0.339 -3.188 -2.093
H -1.308 -2.528 -1.540
H -0.409 -1.110 -2.892
H -0.246 0.494 -2.022
H 2.556 0.000 -2.319
H 1.496 0.551 -3.712
H 1.543 -1.599 -4.817
H 2.099 -2.571 -3.259
H 3.808 -1.335 -5.428
H 3.893 -0.145 -4.028
H 4.301 -4.139 -3.114
H 2.823 -1.641 -0.893
H 2.032 -2.561 0.410
H 0.118 -1.973 2.040
H -0.055 -0.874 3.494
H 2.774 -1.053 3.771
H 1.546 -3.435 2.513
H -2.579 0.314 -0.406
H -3.753 1.656 -2.376
H -3.411 4.366 -2.589
H -0.708 4.227 1.250
H 0.760 0.861 4.534
H 1.527 3.604 3.376
C -6.210 4.660 -5.984
C -5.911 3.986 -4.655
C -7.068 4.144 -3.681
O -4.733 4.557 -4.088
H -6.369 5.735 -5.850
H -5.366 4.549 -6.670
H -7.100 4.232 -6.453
H -5.711 2.924 -4.818
H -7.256 5.201 -3.466
H -6.834 3.665 -2.726
H -7.984 3.701 -4.080
H -4.899 5.498 -3.939
C 4.141 -1.146 7.265
C 3.671 -2.582 7.438
C 4.538 -3.548 6.646
O 2.319 -2.693 7.002
H 4.083 -0.840 6.215
H 3.502 -0.462 7.829
H 5.173 -1.024 7.607
H 3.694 -2.851 8.498
H 4.493 -3.325 5.576
H 4.181 -4.575 6.771
H 5.581 -3.498 6.970
H 2.289 -2.457 6.063
*
```

Computed, not measured: a structure of composition C59H48Ge2KN6O3 in a non-equilibrium geometry, with the ωB97M-V functional and the def2-TZVPD basis.

Its HOMO-LUMO gap (alpha / beta) is 2.94 / 2.57 eV. Its relative energy (zero: lowest compared OMol25 entry of this formula, charge and spin) is 374.3 kcal per mole. As for the HOMO energy (alpha / beta): -2.085 / -2.085 eV. Its total energy is -7584.240590 hartree. As for the strongest force on any atom: 11.8 eV/A.

ORCA input file:
```
! RIJCOSX wB97M-V def2-TZVPD def2/J DEFGRID3
* xyz -2 2
K 2.222 0.908 1.717
C -9.556 -6.938 3.683
O -9.431 -5.803 2.841
C -8.261 -5.134 2.870
C -7.024 -5.896 2.861
C -6.015 -5.036 2.792
C -6.060 -3.595 2.521
C -7.332 -3.050 2.428
C -8.411 -3.822 2.636
C -4.975 -2.762 2.229
N -4.581 -2.335 1.107
C -3.205 -1.733 1.360
C -2.969 -1.828 2.732
N -4.086 -2.654 3.326
C -1.834 -1.357 3.591
C -1.760 -1.271 5.012
C -0.459 -1.018 5.516
C 0.425 -0.282 4.785
N 0.195 -0.114 3.391
C -0.797 -0.695 2.899
C -0.985 -0.789 1.276
N 0.049 -0.258 0.693
C -0.055 0.097 -0.725
C -1.178 -0.360 -1.332
C -2.266 -0.962 -0.758
C -2.299 -1.179 0.562
H -9.180 -6.608 4.769
H -9.273 -7.913 3.344
H -10.656 -6.866 4.151
H -6.651 -6.833 2.608
H -5.023 -5.193 3.154
H -7.680 -2.111 1.997
H -9.374 -3.372 2.806
H 6.853 -0.599 9.999
H -2.593 -1.673 5.529
H -0.055 -1.366 6.445
H 1.174 0.279 5.152
H 0.450 1.064 -0.835
H -1.772 0.063 -2.308
H -3.127 -1.259 -1.219
O -2.503 2.348 7.368
O 6.107 -1.671 9.087
N 2.128 -2.609 0.355
C 3.188 -2.009 0.936
C 3.437 -2.718 2.095
N 2.442 -3.590 2.309
C 1.653 -3.541 1.259
H 1.429 -2.221 -0.268
H 3.680 -1.176 0.317
H 4.241 -2.593 2.872
H 0.758 -4.165 0.795
C 4.365 1.479 -4.319
Ge 4.118 0.450 -2.524
C 2.762 -0.811 -3.524
C 2.642 -2.185 -3.434
C 1.579 -2.964 -3.819
C 0.501 -2.374 -4.472
C 0.502 -0.912 -4.602
C 1.533 -0.169 -3.982
C 6.052 -0.186 -2.402
C 6.812 0.828 -1.949
C 8.283 0.797 -1.778
C 8.859 -0.466 -1.826
C 8.035 -1.610 -2.187
C 8.632 -2.856 -2.407
C 8.096 -3.915 -3.100
C 6.881 -3.652 -3.712
C 6.188 -2.515 -3.521
C 6.673 -1.391 -2.713
H 5.069 0.896 -4.833
H 4.803 2.550 -4.152
H 3.474 1.561 -4.840
H 3.551 -2.740 -3.075
H 1.709 -4.114 -3.755
H -0.231 -3.151 -4.945
H -0.264 -0.383 -5.080
H 1.387 0.892 -4.401
H 6.362 1.677 -1.791
H 8.966 1.760 -1.673
H 9.750 -0.685 -1.763
H 9.644 -3.044 -2.127
H 8.594 -4.906 -3.303
H 6.588 -4.505 -4.280
H 5.271 -2.101 -3.916
C -2.854 1.860 8.342
Ge -0.663 3.777 0.261
C 0.691 4.313 -1.243
C 2.120 3.822 -1.115
C 2.995 4.013 -2.078
C 2.909 4.897 -3.126
C 1.556 5.743 -3.212
C 0.591 5.432 -2.274
C -2.255 3.003 -0.731
C -2.494 2.721 -2.118
C -3.630 2.042 -2.571
C -4.670 1.789 -1.788
C -4.548 2.104 -0.348
C -3.378 2.653 0.112
C -1.599 5.716 0.438
C -2.478 6.255 -0.440
C -3.002 7.611 -0.164
C -2.502 8.337 1.084
C -1.673 7.707 1.914
C -1.188 6.336 1.477
H 1.604 3.194 -0.144
H 3.951 3.217 -1.933
H 3.535 4.807 -3.953
H 1.566 6.405 -3.930
H -0.348 5.980 -2.153
H -1.618 2.800 -2.759
H -3.451 1.871 -3.700
H -5.623 1.518 -2.046
H -5.294 2.009 0.450
H -3.276 2.924 1.151
H -2.999 5.687 -1.337
H -3.743 8.220 -0.432
H -2.841 9.351 1.085
H -1.289 8.370 2.603
H -0.294 6.458 2.152
*
```